Record 1
C3H8N4 | wB97M-V/def2-TZVPD

E_LUMO, eV: 0.82
ΔE to the lowest compared entry with this formula, charge and spin, kJ/mol: 518.9
Maximum force, eV Å⁻¹: 1.5
Spin multiplicity: 1
Total energy, Eh: -337.956169

Atoms and positions in Å:
C1 1.8392 0.4411 0.3297
N1 -1.0615 -1.2039 0.9057
C2 -0.6981 0.0755 0.2468
N2 -1.3892 1.2799 0.4396
C3 -0.3243 -0.7396 -1.0102
N3 0.2086 -1.4928 0.1824
N4 0.6463 -0.2002 0.8009
H1 -1.8447 -1.6983 0.4747
H2 -0.8676 2.0796 0.1069
H3 -2.3192 1.2650 0.0425
H4 1.8561 0.7239 -0.7320
H5 1.9683 1.3402 0.9321
H6 2.6698 -0.2347 0.5266
H7 -1.1168 -1.2632 -1.5459
H8 0.4331 -0.3727 -1.6998

=====

Record 2
C2H11NO2 | wB97M-V/def2-TZVPD

E_LUMO, eV: 0.80
ΔE to the lowest compared entry with this formula, charge and spin, kJ/mol: 75.5
Maximum force, eV Å⁻¹: 2.1
Spin multiplicity: 1
SMILES: CCN.O.O
Total energy, Eh: -288.009734

Atoms and positions in Å:
C1 2.0635 1.2248 -0.9202
C2 0.7437 0.5462 -0.4043
N1 0.9323 0.0843 0.9964
H1 2.2063 1.4515 -1.9584
H2 2.2241 2.1806 -0.4396
H3 2.9251 0.5584 -0.7663
H4 -0.1410 1.2386 -0.4712
H5 0.5732 -0.3128 -1.0580
H6 1.3981 0.8429 1.4784
H7 1.4518 -0.8002 0.9140
O1 -1.3342 -0.9684 1.2980
H8 -0.3724 -0.4260 1.2508
H9 -1.2557 -1.6358 1.9946
O2 -2.0854 -0.6215 -1.1563
H10 -1.7786 -0.8597 -0.2390
H11 -3.0429 -0.6134 -1.0719

=====

Record 3
C2HIrO3 | wB97M-V/def2-TZVPD

E_LUMO (alpha / beta), eV: -13.21 / -15.78
ΔE to the lowest compared entry with this formula, charge and spin, kJ/mol: 16.4
Maximum force, eV Å⁻¹: 7.3
Spin multiplicity: 5
Total energy, Eh: -405.794877
Total charge: +2

Atoms and positions in Å:
C1 -2.7993 -2.3347 -0.9551
O1 -3.8871 -2.5857 -0.8009
C2 0.1909 -1.4594 -0.0018
O2 -0.7926 -0.6601 0.1353
O3 0.6939 -1.7873 -1.1076
Ir1 -0.9546 -1.0622 -1.8845
H1 0.0146 -2.3201 0.8240

=====

> spin multiplicity of number 3 (C2HIrO3)?

5